The following is a DFT calculation (ωB97M-V/def2-TZVPD) of a molecular structure, C24H47NO12S in a non-equilibrium geometry.

## Properties
- LUMO energy (eV) = 0.267
- E_tot (eV) = -62543.4062
- molar mass (Da) = 573.70

Structure (ORCA input):
```
! wB97M-V def2-TZVPD RIJCOSX def2/J DEFGRID3
* xyz 0 1
C 6.278 1.557 2.561
C 5.003 2.109 1.902
O 4.270 1.017 1.373
C 2.894 1.016 1.673
C 2.108 0.830 0.381
O 2.749 -0.093 -0.518
S 1.744 -1.351 -0.564
O 1.821 -2.088 -1.749
O 2.034 -2.069 0.608
O 0.393 -0.547 -0.487
C 0.595 0.544 0.473
C 0.021 0.039 1.791
C -1.319 -0.676 1.602
C -2.330 0.126 0.739
C -3.659 0.442 1.466
N -3.593 1.792 2.052
C -3.809 1.840 3.506
C -4.398 2.734 1.362
C -3.689 4.034 1.050
O -5.511 2.555 1.010
H 6.159 0.514 2.826
H 6.548 2.126 3.447
H 7.131 1.623 1.894
H 5.329 2.776 1.109
H 4.464 2.658 2.671
H 2.542 1.931 2.151
H 2.708 0.191 2.362
H 2.154 1.798 -0.115
H 0.056 1.439 0.213
H 0.698 -0.670 2.262
H -0.125 0.837 2.516
H -1.171 -1.623 1.101
H -1.778 -0.831 2.571
H -1.917 1.100 0.495
H -2.510 -0.349 -0.223
H -4.436 0.356 0.710
H -3.875 -0.320 2.207
H -3.918 0.859 3.953
H -4.656 2.462 3.799
H -2.929 2.287 3.966
H -4.376 4.796 0.719
H -3.161 4.322 1.958
H -2.924 3.793 0.316
O -3.201 -0.352 -2.089
C -2.903 -0.980 -3.072
O -3.831 -1.212 -4.013
C -3.539 -1.825 -5.274
C -3.495 -3.336 -5.169
C -1.520 -1.577 -3.219
H -2.627 -1.409 -5.704
H -4.354 -1.531 -5.934
H -2.707 -3.670 -4.494
H -3.321 -3.782 -6.148
H -4.438 -3.713 -4.771
H -1.467 -2.486 -2.621
H -0.795 -0.859 -2.841
H -1.238 -1.806 -4.245
O 0.560 -2.595 -8.251
C 0.905 -3.249 -7.305
O 0.552 -2.852 -6.069
C 0.787 -3.626 -4.886
C 2.193 -3.453 -4.355
C 1.789 -4.464 -7.477
H 0.529 -4.673 -5.056
H 0.078 -3.248 -4.150
H 2.944 -3.796 -5.069
H 2.319 -4.011 -3.429
H 2.395 -2.402 -4.160
H 2.816 -4.132 -7.617
H 1.461 -5.000 -8.364
H 1.750 -5.165 -6.647
O -0.411 2.787 3.422
C 0.421 2.719 4.289
O 0.505 1.595 5.019
C 1.539 1.342 5.977
C 1.242 1.995 7.311
C 1.313 3.896 4.612
H 2.513 1.629 5.577
H 1.562 0.261 6.099
H 1.183 3.080 7.226
H 2.016 1.749 8.038
H 0.279 1.653 7.691
H 0.749 4.606 5.216
H 1.602 4.372 3.678
H 2.229 3.631 5.134
*
```

Löwdin atomic charge list, values in e, 6 entries:
1 C -0.065
2 C -0.246
3 O -0.116
4 C -0.149
5 C -0.249
6 O -0.118


The following is a DFT calculation (ωB97M-V/def2-TZVPD) of a molecular structure, C24H48BCl2HfN10O3P2.

## Properties
- LUMO energy (eV) = -8.070
- E_tot (eV) = -92305.6107
- energy above the lowest of the compared OMol25 structures with the same formula, charge and spin (eV) = 0.000
- molar mass (Da) = 846.87

Structure (ORCA input):
```
! wB97M-V def2-TZVPD RIJCOSX def2/J DEFGRID3
* xyz 3 1
Hf -0.152 -0.321 0.467
C -3.462 -1.732 -0.691
C -3.174 -1.602 0.767
C -3.960 -1.978 1.834
C -3.286 -1.563 2.984
C -3.709 -1.706 4.404
N -2.148 -0.969 2.608
N -2.053 -0.996 1.232
B -1.093 -0.225 3.474
N -0.918 1.213 2.908
N -0.456 1.451 1.627
C -0.478 2.796 1.440
C -0.027 3.449 0.179
C -0.948 3.403 2.584
C -1.219 2.379 3.490
C -1.751 2.494 4.875
N 0.259 -0.966 3.387
N 0.912 -1.117 2.179
C 2.046 -1.822 2.433
C 3.057 -2.145 1.388
C 2.102 -2.122 3.776
C 0.960 -1.567 4.354
C 0.543 -1.588 5.782
H -4.314 -2.391 -0.844
H -3.714 -0.756 -1.112
H -2.612 -2.130 -1.246
H -4.915 -2.474 1.796
H -4.629 -2.282 4.455
H -2.949 -2.217 4.994
H -3.891 -0.732 4.859
H -1.460 -0.173 4.598
H 0.197 2.727 -0.606
H -0.795 4.133 -0.181
H 0.868 4.041 0.364
H -1.078 4.458 2.753
H -1.893 3.542 5.126
H -2.711 1.987 4.970
H -1.064 2.057 5.598
H 2.601 -2.456 0.450
H 3.684 -1.272 1.195
H 3.705 -2.943 1.742
H 2.876 -2.669 4.286
H 1.278 -2.131 6.371
H 0.463 -0.577 6.182
H -0.424 -2.076 5.906
Cl -0.801 -4.055 1.840
C -0.766 -4.280 0.120
Cl 0.006 -2.867 -0.768
H -1.770 -4.355 -0.281
H -0.144 -5.128 -0.145
C 3.211 2.250 0.008
N 2.769 1.983 -1.367
C 3.405 2.839 -2.385
P 2.186 0.560 -1.862
O 1.628 -0.170 -0.639
O 0.986 0.840 -2.891
P -0.611 0.562 -2.826
O -0.913 0.381 -1.331
N -0.842 -0.721 -3.766
C -2.169 -0.981 -4.351
C 0.157 -1.743 -4.101
N -1.450 1.801 -3.384
C -2.189 2.760 -2.553
C -1.401 2.150 -4.815
N 3.195 -0.362 -2.728
C 3.381 -0.259 -4.186
C 4.408 -0.811 -2.019
H 4.275 2.035 0.126
H 2.644 1.654 0.719
H 3.050 3.305 0.227
H 3.149 3.878 -2.184
H 3.038 2.589 -3.381
H 4.491 2.732 -2.367
H -2.877 -0.208 -4.061
H -2.536 -1.946 -4.003
H -2.095 -1.003 -5.438
H 1.034 -1.669 -3.463
H 0.458 -1.652 -5.145
H -0.287 -2.727 -3.955
H -2.268 2.398 -1.532
H -3.191 2.876 -2.963
H -1.693 3.731 -2.564
H -0.828 1.412 -5.373
H -0.934 3.127 -4.942
H -2.414 2.187 -5.215
H 2.490 0.133 -4.665
H 3.586 -1.253 -4.581
H 4.227 0.389 -4.420
H 4.226 -0.867 -0.947
H 5.246 -0.138 -2.209
H 4.670 -1.808 -2.371
*
```

Löwdin atomic charge list, values in e, 6 entries:
1 Hf 1.657
2 C -0.018
3 C -0.316
4 C 0.058
5 C -0.231
6 C 0.022


The following is a DFT calculation (ωB97M-V/def2-TZVPD) of a molecular structure, C24H48CaO24 in a non-equilibrium geometry.

## Properties
- LUMO energy (eV) = -3.569
- E_tot (eV) = -93238.0817
- energy above the lowest of the compared OMol25 structures with the same formula, charge and spin (eV) = 0.000
- molar mass (Da) = 760.70

Structure (ORCA input):
```
! wB97M-V def2-TZVPD RIJCOSX def2/J DEFGRID3
* xyz 2 1
Ca -0.050 -0.076 -0.148
C -1.412 -0.706 5.543
O -1.065 -0.842 4.160
C -0.841 0.228 3.417
O -0.575 0.123 2.248
O -0.936 1.365 4.101
C -1.142 2.560 3.341
H -1.456 -1.691 5.990
H -2.400 -0.248 5.620
H -0.698 -0.075 6.064
H -0.299 2.729 2.678
H -1.220 3.351 4.082
H -2.074 2.521 2.782
C -2.635 -3.441 1.334
O -3.594 -2.625 0.667
C -3.172 -1.560 0.011
O -2.099 -1.026 0.153
O -4.056 -1.074 -0.846
C -5.404 -1.535 -0.813
H -1.607 -3.140 1.159
H -2.765 -4.460 0.976
H -2.842 -3.429 2.403
H -5.757 -1.735 0.198
H -5.562 -2.395 -1.456
H -6.052 -0.720 -1.138
C 0.043 4.340 -0.779
O -1.359 4.124 -0.819
C -1.818 3.029 -0.251
O -1.193 2.003 -0.093
O -3.085 3.203 0.076
C -3.798 2.077 0.600
H 0.175 5.409 -0.696
H 0.531 3.894 -1.653
H 0.526 3.765 0.017
H -3.144 1.337 1.060
H -4.316 1.571 -0.212
H -4.460 2.483 1.358
C 5.255 -0.007 -1.658
O 3.867 -0.324 -1.591
C 2.941 0.527 -1.952
O 1.779 0.363 -1.656
O 3.421 1.508 -2.706
C 2.514 2.444 -3.261
H 5.792 -0.926 -1.451
H 5.507 0.690 -0.853
H 5.590 0.422 -2.598
H 1.514 2.061 -3.445
H 2.956 2.812 -4.184
H 2.427 3.315 -2.604
C -1.721 2.479 -3.961
O -1.778 1.104 -4.329
C -1.443 0.193 -3.433
O -1.140 0.409 -2.286
O -1.471 -1.037 -3.922
C -2.385 -1.347 -4.984
H -2.049 3.050 -4.821
H -0.694 2.794 -3.757
H -2.311 2.665 -3.067
H -3.385 -1.047 -4.679
H -2.306 -2.403 -5.214
H -2.113 -0.812 -5.895
C 0.996 -3.739 2.351
O 2.221 -3.041 2.466
C 2.269 -1.835 1.931
O 1.499 -1.428 1.100
O 3.279 -1.106 2.354
C 3.922 -1.410 3.621
H 1.133 -4.725 2.787
H 0.681 -3.846 1.315
H 0.210 -3.247 2.930
H 4.701 -0.680 3.783
H 4.237 -2.448 3.600
H 3.162 -1.316 4.400
C 1.592 -2.477 -3.340
O 0.514 -3.356 -2.969
C -0.073 -3.145 -1.814
O 0.045 -2.156 -1.127
O -0.879 -4.136 -1.454
C -1.553 -4.948 -2.422
H 1.957 -1.897 -2.504
H 1.226 -1.806 -4.117
H 2.365 -3.124 -3.742
H -2.588 -4.610 -2.487
H -1.520 -5.968 -2.056
H -1.125 -4.890 -3.418
C 2.530 2.430 4.172
O 1.991 1.644 3.112
C 2.124 2.041 1.856
O 1.541 1.480 0.959
O 2.986 3.032 1.724
C 3.310 3.518 0.427
H 1.939 3.342 4.279
H 3.575 2.703 4.045
H 2.451 1.863 5.094
H 2.814 2.928 -0.341
H 4.385 3.545 0.290
H 2.926 4.539 0.369
*
```

Löwdin atomic charge list, values in e, 6 entries:
1 Ca 1.512
2 C -0.010
3 O 0.020
4 C -0.581
5 O 0.046
6 O 0.003


The following is a DFT calculation (ωB97M-V/def2-TZVPD) of a molecular structure, C24H48CaO52PS12 in a non-equilibrium geometry.

## Properties
- LUMO energy (eV) = 1.396
- E_tot (eV) = -289876.5785
- energy above the lowest of the compared OMol25 structures with the same formula, charge and spin (eV) = 0.000
- molar mass (Da) = 1624.45

Structure (ORCA input):
```
! wB97M-V def2-TZVPD RIJCOSX def2/J DEFGRID3
* xyz -1 1
Ca -0.647 -2.454 -0.465
P 0.091 -0.281 0.487
O -1.383 -0.363 -0.041
O 0.494 1.135 0.996
O 0.803 -0.804 -0.770
O 0.151 -1.564 1.416
C 3.661 -4.201 -4.395
C 3.663 -2.744 -3.883
O 2.318 -2.649 -3.420
S 1.405 -3.922 -3.447
O 0.736 -4.000 -4.802
O 0.691 -4.051 -2.218
O 2.733 -4.821 -3.554
H 4.629 -4.673 -4.226
H 3.325 -4.202 -5.432
H 3.561 -2.003 -4.675
H 4.302 -2.669 -3.003
C 0.469 0.150 -3.930
C -0.733 0.888 -3.261
O -1.914 0.099 -3.718
S -1.405 -1.444 -4.092
O -2.064 -1.980 -5.276
O -1.282 -2.183 -2.866
O 0.139 -0.934 -4.539
H 1.195 -0.220 -3.206
H 1.108 0.792 -4.538
H -0.708 1.917 -3.620
H -0.726 0.740 -2.181
C -1.507 3.765 0.072
C -2.609 2.791 0.126
O -3.626 3.381 -0.589
S -3.122 4.223 -1.875
O -3.897 5.452 -1.974
O -3.079 3.366 -3.012
O -1.660 4.391 -1.182
H -0.537 3.272 0.129
H -1.493 4.484 0.891
H -2.978 2.593 1.133
H -2.441 1.788 -0.266
C -0.187 2.758 3.269
C 1.034 3.601 3.079
O 0.696 4.935 3.229
S -0.890 5.096 3.845
O -1.926 5.473 2.807
O -0.963 5.935 5.043
O -1.065 3.454 4.110
H -0.074 1.800 3.777
H -0.611 2.532 2.290
H 1.588 3.294 2.192
H 1.771 3.516 3.877
C 3.317 0.773 3.552
C 2.333 -0.369 3.928
O 2.364 -0.464 5.372
S 3.014 0.850 6.105
O 4.302 0.508 6.689
O 2.111 1.541 7.055
O 3.178 1.667 4.653
H 2.941 1.376 2.725
H 4.320 0.404 3.338
H 2.723 -1.309 3.538
H 1.264 -0.310 3.727
C 3.439 2.343 -3.180
C 4.492 1.627 -4.063
O 3.696 1.440 -5.264
S 2.910 2.890 -5.646
O 1.734 2.746 -6.553
O 3.845 3.962 -5.973
O 2.570 3.117 -4.025
H 4.048 2.878 -2.450
H 2.754 1.830 -2.505
H 4.855 0.693 -3.635
H 5.341 2.214 -4.411
C -4.208 -7.082 -0.326
C -3.196 -6.806 0.774
O -2.153 -6.274 0.009
S -2.548 -5.435 -1.303
O -1.959 -6.093 -2.486
O -2.377 -3.962 -1.038
O -4.096 -5.966 -1.223
H -5.188 -7.248 0.121
H -3.951 -8.003 -0.849
H -2.776 -7.773 1.051
H -3.412 -6.096 1.573
C 0.726 6.846 0.623
C 2.136 6.806 1.286
O 2.216 8.059 1.915
S 0.937 9.100 1.484
O 1.368 9.648 0.194
O 0.473 10.114 2.476
O -0.081 7.826 1.236
H 0.199 5.928 0.884
H 0.884 7.096 -0.426
H 2.844 6.526 0.506
H 2.187 6.126 2.136
C 3.713 -0.694 -0.310
C 3.447 -1.939 0.505
O 4.643 -2.635 0.218
S 6.014 -1.714 0.112
O 6.876 -2.263 -0.946
O 6.614 -1.536 1.444
O 5.082 -0.439 -0.380
H 3.285 0.149 0.232
H 3.206 -0.941 -1.243
H 2.568 -2.576 0.397
H 3.544 -1.853 1.587
C 1.248 -3.564 3.762
C -0.073 -4.157 4.360
O -0.845 -4.671 3.289
S 0.124 -5.108 1.966
O -0.222 -4.443 0.690
O 0.492 -6.525 1.777
O 1.504 -4.464 2.743
H 2.099 -3.628 4.440
H 1.080 -2.527 3.470
H -0.752 -3.419 4.786
H 0.013 -4.987 5.060
C -4.410 0.053 2.355
C -3.134 -0.215 3.197
O -3.272 -1.528 3.725
S -4.329 -2.519 2.745
O -5.572 -2.997 3.348
O -3.639 -3.436 1.815
O -4.791 -1.179 1.752
H -4.124 0.703 1.528
H -5.260 0.360 2.964
H -2.868 0.317 4.111
H -2.274 -0.210 2.527
C -4.254 0.060 -1.887
C -4.666 0.252 -3.337
O -6.074 -0.197 -3.496
S -6.396 -1.362 -2.340
O -5.935 -2.711 -2.741
O -7.750 -1.260 -1.841
O -5.319 -0.637 -1.243
H -4.171 1.038 -1.412
H -3.335 -0.521 -1.816
H -4.167 -0.480 -3.972
H -4.529 1.204 -3.849
*
```

Löwdin atomic charge list, values in e, 6 entries:
1 Ca 1.363
2 P -0.032
3 O -0.501
4 O -0.379
5 O -0.487
6 O -0.509


Q: Among the records above, which one has the lowest molar mass?
A: C24H47NO12S


Q: What is the molar mass in the second record?
A: 846.87 Da